The ion C10H8O2P with charge -1. Source: the Open Molecules 2025 dataset; level of theory: ωB97M-V with the def2-TZVPD basis set.

```
! RIJCOSX wB97M-V def2-TZVPD def2/J DEFGRID3
* xyz -1 1
H 1.002 2.225 0.098
C 0.302 -0.955 0.100
O -2.151 -1.750 1.381
C -1.109 2.150 -0.108
C 2.955 -0.773 0.050
H 3.150 -2.872 -0.063
C -3.153 0.688 0.129
C 2.416 -2.044 0.119
H -2.957 2.834 -0.160
C 0.117 1.538 0.017
C 0.811 0.305 0.111
H -1.060 3.257 -0.373
H 2.594 1.441 0.051
O -2.208 -1.639 -1.221
C -2.440 1.815 -0.121
H -4.147 0.369 -0.217
H 0.481 -3.055 0.083
H 4.013 -0.791 -0.271
P -1.854 -1.054 0.103
C 2.225 0.414 0.159
C 1.013 -2.103 0.130
*
```

Summary:
Energy relative to the best compared isomer or geometry (same formula, charge and spin) = 209.2 kJ/mol
SMILES string = O=[P@]1([O-])C=CC=Cc2ccccc21
LUMO level = 3.1 eV
Highest occupied orbital energy = -4.32 eV

A structure of composition C10H9AlCl3I2NOS2. Source: the Open Molecules 2025 dataset; level of theory: ωB97M-V with the def2-TZVPD basis set.

```
! RIJCOSX wB97M-V def2-TZVPD def2/J DEFGRID3
* xyz 2 1
C -3.052 3.684 -0.564
C 3.393 1.650 2.539
I 3.807 1.357 0.476
C -0.666 3.982 -0.751
Cl -4.637 4.335 -0.681
H -3.747 1.733 0.023
C 0.869 -2.837 -0.377
Al 1.079 0.530 0.260
C -1.596 1.905 -0.115
I 1.466 0.898 3.036
Cl 0.695 4.972 -1.081
H 4.125 1.101 3.115
H 2.331 -4.219 -0.147
C -0.464 2.660 -0.384
H -0.791 -4.656 -2.191
C 0.374 -5.151 -0.408
S -0.806 -2.778 -0.716
C -1.953 4.487 -0.841
O 0.767 2.120 -0.270
C -0.844 -4.567 -1.109
H -1.777 -4.990 -0.749
Cl -1.241 0.221 0.343
H 0.795 -5.987 -0.960
C -2.892 2.360 -0.191
N 1.351 -4.047 -0.337
H 3.400 2.712 2.742
H -2.100 5.519 -1.129
H 0.145 -5.476 0.607
S 1.968 -1.517 -0.140
*
```

Summary:
LUMO level = -7.4 eV
Highest occupied orbital energy = -14.16 eV

A structure of composition C10H9AuF3GaI2O6S. Source: the Open Molecules 2025 dataset; level of theory: ωB97M-V with the def2-TZVPD basis set.

```
! RIJCOSX wB97M-V def2-TZVPD def2/J DEFGRID3
* xyz 4 3
H 2.386 -2.856 0.626
O -3.356 2.148 -2.138
I -0.677 -3.384 1.765
C -4.088 1.150 2.060
O -1.172 3.240 2.515
S 0.280 -1.127 -0.203
I 0.688 -2.912 4.006
F -5.362 0.729 2.304
C 1.568 2.135 1.322
O 2.091 3.141 1.487
H 2.850 -1.266 1.241
C -0.606 1.604 -3.185
C 2.834 -1.896 0.347
H 3.764 -0.153 -1.432
H 1.459 -1.753 -2.811
C -3.366 0.170 1.024
C 2.061 -1.238 -0.784
O -3.840 0.109 -0.106
H 1.499 -3.121 -1.678
F -4.141 2.401 1.498
H 2.262 0.555 -2.026
F -3.457 1.282 3.264
H 3.014 -2.440 -2.294
O -2.280 -0.411 1.515
Au -0.783 0.412 -1.626
H 2.730 0.766 -0.325
H 3.862 -2.060 -0.008
C 2.719 0.068 -1.163
C -2.478 1.462 -1.892
O -0.652 2.383 -4.013
C -1.148 2.321 1.784
Ga -0.657 0.731 0.891
C 1.997 -2.190 -1.966
*
```

Summary:
Energy relative to the best compared isomer or geometry (same formula, charge and spin) = 54.7 kJ/mol
LUMO level (alpha / beta) = -17.1 / -18.8 eV
Highest occupied orbital energy (alpha / beta) = -22.78 / -22.71 eV